{
  "formula": "C34H34Br45F14I2N2O3S",
  "method": "ωB97M-V/def2-TZVPD",
  "species": ["N", "C", "C", "C", "C", "C", "C", "C", "I", "C", "C", "C", "O", "C", "C", "F", "F", "C", "F", "F", "C", "F", "F", "C", "F", "F", "C", "S", "O", "O", "F", "N", "C", "F", "F", "C", "F", "F", "F", "C", "I", "H", "H", "H", "H", "H", "H", "H", "H", "H", "H", "H", "H", "H", "H", "H", "H", "H", "H", "H", "C", "Br", "Br", "Br", "H", "C", "Br", "Br", "Br", "H", "C", "Br", "Br", "Br", "H", "C", "Br", "Br", "Br", "H", "C", "Br", "Br", "Br", "H", "C", "Br", "Br", "Br", "H", "C", "Br", "Br", "Br", "H", "C", "Br", "Br", "Br", "H", "C", "Br", "Br", "Br", "H", "C", "Br", "Br", "Br", "H", "C", "Br", "Br", "Br", "H", "C", "Br", "Br", "Br", "H", "C", "Br", "Br", "Br", "H", "C", "Br", "Br", "Br", "H", "C", "Br", "Br", "Br", "H"],
  "coordinates": [[-5.610, 1.604, -6.849], [-5.418, 0.208, -7.399], [-3.811, -0.245, -7.505], [-3.268, -0.918, -6.080], [-2.283, 0.026, -5.172], [-1.778, 1.560, -5.589], [-2.844, 2.650, -4.950], [-1.928, 4.006, -4.604], [-3.135, 5.830, -4.554], [-1.775, -0.729, -3.767], [-0.789, 0.219, -2.843], [0.812, 0.147, -3.322], [1.618, 0.079, -2.082], [1.804, 1.405, -1.473], [1.164, 1.520, 0.067], [0.472, 0.285, 0.502], [2.299, 1.721, 1.044], [0.254, 2.882, 0.126], [-0.703, 3.045, -0.997], [1.215, 4.043, 0.034], [-0.590, 3.098, 1.515], [0.188, 2.905, 2.761], [-1.874, 2.312, 1.485], [-1.076, 4.698, 1.508], [-0.135, 5.587, 2.240], [-2.427, 4.885, 2.114], [-2.251, -2.288, -3.365], [-1.433, -2.839, -1.793], [0.127, -2.570, -1.737], [-2.104, -2.013, -0.626], [-1.522, -4.470, -1.328], [-3.237, -3.089, -4.255], [-3.684, -4.447, -3.809], [-4.169, -4.365, -2.373], [-4.900, -5.042, -4.389], [-2.539, -5.649, -4.017], [-2.624, -6.681, -2.954], [-2.944, -6.344, -5.296], [-1.176, -5.126, -4.259], [-3.699, -2.446, -5.580], [-4.971, -3.423, -7.091], [-6.638, 1.827, -6.980], [-5.526, 1.487, -5.795], [-6.012, -0.520, -6.665], [-5.897, 0.158, -8.468], [-3.241, 0.729, -7.808], [-3.683, -0.989, -8.429], [-1.606, 1.687, -6.750], [-0.723, 1.834, -5.100], [-3.216, 2.254, -3.914], [-3.688, 2.988, -5.686], [-1.036, 4.124, -5.383], [-1.410, 3.863, -3.543], [-1.059, 1.380, -2.909], [-0.794, -0.036, -1.702], [1.140, 1.106, -3.927], [1.044, -0.782, -3.996], [2.981, 1.533, -1.317], [1.470, 2.309, -2.137], [-1.153, 5.137, 0.409], [3.092, -0.956, 3.907], [4.791, -0.492, 4.734], [2.121, -2.285, 4.944], [2.006, 0.619, 3.551], [3.322, -1.411, 2.938], [1.850, 0.260, 7.925], [3.549, 0.724, 8.751], [0.880, -1.070, 8.962], [0.764, 1.834, 7.569], [2.080, -0.196, 6.956], [7.065, 3.193, 8.159], [6.555, 1.983, 6.724], [8.882, 2.864, 8.772], [6.795, 5.056, 7.666], [6.400, 2.986, 9.004], [-0.475, -4.191, -8.577], [-2.019, -4.072, -9.754], [0.780, -2.735, -8.879], [-0.997, -4.319, -6.708], [0.048, -5.120, -8.828], [-0.023, -9.225, -2.929], [-0.533, -10.435, -4.364], [1.794, -9.555, -2.316], [-0.293, -7.363, -3.422], [-0.688, -9.432, -2.084], [-2.328, -0.041, 4.763], [-3.635, -1.157, 5.674], [-2.065, -0.596, 2.917], [-2.771, 1.848, 4.894], [-1.373, -0.182, 5.278], [2.362, 5.084, 4.590], [3.087, 4.146, 6.131], [3.210, 6.815, 4.331], [2.434, 3.995, 2.980], [1.304, 5.275, 4.800], [0.289, 2.152, 11.581], [1.987, 2.616, 12.408], [-0.682, 0.823, 12.618], [-0.797, 3.727, 11.225], [0.518, 1.697, 10.612], [8.814, 7.340, 4.164], [6.954, 6.802, 4.346], [9.292, 8.734, 5.433], [10.022, 5.818, 4.272], [8.927, 7.767, 3.162], [3.254, -2.319, 12.485], [1.946, -3.434, 13.396], [3.517, -2.874, 10.639], [2.810, -0.429, 12.616], [4.209, -2.460, 13.000], [-3.137, -7.914, 0.621], [-1.200, -8.100, 0.635], [-3.704, -6.323, -0.345], [-4.013, -9.517, -0.048], [-3.453, -7.786, 1.661], [12.240, 0.964, 9.374], [12.966, 0.026, 10.916], [13.089, 2.695, 9.115], [12.312, -0.125, 7.764], [11.182, 1.155, 9.584], [-6.973, -5.764, -10.361], [-6.874, -3.951, -11.059], [-5.594, -6.908, -11.119], [-6.949, -5.793, -8.416], [-7.938, -6.176, -10.675], [-7.408, -1.832, -14.827], [-6.663, -1.004, -13.232], [-8.584, -3.318, -14.389], [-8.283, -0.529, -15.976], [-6.568, -2.245, -15.395], [3.201, 8.432, 8.307], [4.807, 9.013, 7.376], [3.621, 7.372, 9.882], [2.030, 9.927, 8.731], [2.651, 7.780, 7.620]],
  "forces_ev_per_a": [[-0.794, -1.263, 1.010], [-0.516, -1.006, 0.298], [-0.889, -0.458, -0.185], [1.933, 0.603, 2.532], [-1.249, -4.499, 0.254], [0.056, -0.301, 0.713], [1.215, 1.177, 0.235], [1.314, -1.584, 0.202], [0.661, -0.996, -0.009], [-1.369, -0.917, -1.037], [0.473, 0.247, -0.089], [-0.082, -0.027, 0.152], [-0.920, 2.219, -1.063], [1.784, -0.277, 0.710], [1.287, -1.047, 0.177], [1.748, 4.168, -1.404], [-3.549, -0.275, -3.448], [0.337, 1.338, 0.520], [2.876, -0.750, 3.124], [-3.009, -3.642, -0.003], [-2.054, 1.338, 1.716], [-3.841, -0.782, -4.419], [4.509, 2.075, 0.043], [-0.914, 2.205, 0.587], [-2.818, -2.897, -1.892], [4.144, -0.881, -1.479], [-0.365, 3.278, -3.437], [4.650, 3.593, 7.968], [-6.572, -1.490, -1.858], [1.616, -3.775, -5.442], [-0.504, 2.936, -2.014], [0.595, 3.266, -1.620], [-3.147, -2.318, 2.345], [2.369, 0.354, -4.361], [3.935, 2.643, 1.064], [-0.172, -3.197, -1.389], [-1.115, 4.945, -3.996], [1.600, 2.458, 4.403], [-4.822, -1.021, 1.682], [1.471, 2.480, 0.612], [1.149, 0.345, 1.788], [1.626, -0.231, 0.108], [-0.125, 0.439, -1.637], [1.384, 1.027, -1.910], [1.062, 0.009, 2.075], [-0.775, -1.916, 1.068], [-0.233, 1.397, 2.335], [-0.705, -0.518, 2.404], [-2.328, -1.150, -0.923], [0.321, 0.696, -2.143], [1.526, -1.123, 1.450], [-2.170, -0.062, 1.519], [-1.229, 0.422, -2.232], [-0.082, -2.778, -0.133], [-0.185, 0.034, -2.288], [-0.851, -1.826, 1.144], [-0.419, 1.633, 1.652], [-2.623, -0.249, -0.149], [0.247, -1.812, 1.283], [0.178, -1.073, 2.498], [-0.011, -0.014, -0.272], [-0.496, -0.128, -0.129], [0.191, 0.313, -0.140], [0.335, -0.890, 0.907], [-0.103, 0.181, 0.453], [0.077, -0.138, -0.181], [-0.518, -0.074, -0.168], [0.096, 0.501, -0.310], [0.076, -0.494, 0.235], [-0.087, 0.192, 0.392], [-0.185, 0.040, 0.186], [0.182, 0.383, 0.286], [-0.370, 0.151, -0.203], [0.117, -0.545, 0.128], [0.304, 0.073, -0.374], [0.093, 0.000, -0.170], [0.337, 0.019, 0.272], [-0.390, -0.336, 0.113], [0.443, 0.244, -1.183], [-0.246, 0.391, 0.158], [0.010, -0.111, 0.174], [0.148, 0.366, 0.326], [-0.470, 0.098, -0.173], [2.564, -2.057, 0.035], [0.278, 0.110, -0.345], [0.206, -0.027, 0.157], [0.315, 0.318, -0.278], [-0.089, 0.047, 0.438], [0.086, -0.467, -0.061], [-0.386, 0.075, -0.225], [-0.160, -0.018, 0.004], [-0.012, 0.358, -0.520], [-0.157, -0.372, 0.111], [1.807, 1.157, 0.871], [0.450, -0.067, -0.129], [-0.078, -0.166, -0.198], [-0.499, 0.303, -0.155], [0.184, 0.435, -0.249], [0.323, -0.402, 0.127], [-0.075, 0.176, 0.383], [0.044, 0.076, -0.218], [0.418, 0.160, -0.045], [-0.152, -0.391, -0.263], [-0.335, 0.364, 0.043], [-0.047, -0.195, 0.475], [0.248, -0.006, 0.182], [0.264, 0.277, -0.267], [0.033, 0.029, 0.512], [0.225, -0.802, -0.120], [-0.442, 0.021, -0.247], [-0.156, 0.000, 0.300], [-0.443, 0.060, -0.113], [-0.076, -0.678, 0.839], [0.282, 0.436, 0.083], [0.164, -0.069, -0.471], [-0.190, 0.029, 0.050], [-0.148, 0.243, -0.424], [-0.198, -0.455, 0.052], [0.018, 0.288, 0.414], [0.478, -0.123, -0.092], [-0.081, -0.087, -0.400], [0.089, -0.464, 0.299], [-0.349, 0.387, 0.294], [-0.008, 0.000, -0.370], [0.401, 0.180, 0.207], [0.044, -0.136, -0.325], [-0.182, -0.127, -0.277], [0.246, 0.442, -0.144], [0.233, -0.361, 0.411], [-0.370, 0.196, 0.292], [-0.106, -0.159, -0.133], [-0.351, -0.159, 0.255], [-0.084, 0.293, -0.400], [0.333, -0.358, -0.083], [0.266, 0.277, 0.280]],
  "mulliken_charge": [-0.59, -0.30, -0.73, 0.40, -0.47, -0.63, -0.33, -0.73, 0.06, 0.38, 0.00, -0.40, -0.32, -0.75, 0.85, -0.20, -0.27, 0.00, -0.21, -0.24, 0.51, 0.02, -0.22, 0.21, -0.22, -0.27, -0.15, 1.24, -0.53, -0.49, -0.04, 0.64, -0.05, -0.29, -0.23, 0.94, -0.01, -0.24, -0.33, -0.37, 0.48, 0.28, 0.24, 0.27, 0.31, 0.25, 0.31, 0.41, 0.04, 0.28, 0.46, 0.39, 0.14, -0.22, 0.23, 0.42, 0.29, 0.31, 0.29, 0.19, -0.61, -0.07, -0.09, 0.33, 0.51, 0.50, 0.11, -0.02, 0.02, -0.51, -0.41, 0.02, 0.01, 0.09, 0.30, -0.41, -0.02, -0.03, 0.14, 0.42, -0.26, -0.03, -0.02, 0.13, 0.17, -0.12, -0.05, 0.05, -0.04, 0.12, -0.44, 0.18, -0.06, -0.02, 0.36, 0.39, -0.07, -0.01, -0.05, -0.33, -0.38, 0.05, -0.03, -0.02, 0.35, -0.33, -0.03, -0.06, 0.08, 0.33, -0.36, -0.07, -0.01, -0.04, 0.40, -0.05, -0.02, 0.00, 0.00, 0.02, -0.37, 0.07, 0.01, -0.06, 0.37, -0.31, -0.06, -0.04, -0.02, 0.39, -0.11, -0.01, 0.00, -0.03, 0.13],
  "max_force_ev_per_a": 9.90,
  "charge": 1,
  "e_tot_ev": -3261890.3834
}

{
  "formula": "C34H34CaN5O3PS3Te",
  "method": "ωB97M-V/def2-TZVPD",
  "species": ["Ca", "N", "C", "C", "C", "C", "C", "C", "C", "C", "N", "C", "H", "H", "H", "H", "H", "H", "H", "H", "C", "C", "C", "C", "C", "C", "C", "C", "S", "C", "N", "C", "C", "C", "C", "C", "C", "C", "C", "H", "H", "H", "H", "H", "H", "H", "H", "H", "H", "H", "H", "H", "H", "H", "H", "S", "C", "S", "C", "C", "N", "C", "N", "C", "C", "O", "P", "O", "Te", "O", "C", "C", "H", "H", "H", "H", "H", "H", "H", "H", "H", "H"],
  "coordinates": [[0.446, 0.753, -1.313], [1.937, -2.235, -0.561], [2.334, -2.683, -1.797], [3.463, -3.504, -1.960], [3.805, -4.011, -3.205], [3.066, -3.692, -4.295], [1.883, -2.882, -4.198], [1.184, -2.462, -5.311], [0.074, -1.680, -5.126], [-0.290, -1.321, -3.804], [0.448, -1.600, -2.771], [1.482, -2.406, -2.920], [2.566, -1.835, 0.085], [0.990, -1.772, -0.519], [4.044, -3.726, -1.036], [4.692, -4.624, -3.351], [3.352, -4.086, -5.279], [1.578, -2.806, -6.283], [-0.580, -1.314, -5.913], [-1.228, -0.781, -3.693], [-2.275, 4.329, 4.211], [-2.361, 2.812, 3.904], [-3.183, 2.702, 2.581], [-3.029, 1.994, 4.994], [-0.882, 2.336, 3.676], [0.078, 2.479, 4.741], [1.414, 2.153, 4.559], [1.849, 1.743, 3.309], [3.454, 1.355, 2.754], [2.781, 1.089, 1.100], [1.498, 1.049, 1.038], [0.929, 1.535, 2.261], [-0.404, 1.887, 2.460], [3.690, 0.796, -0.005], [5.032, 0.694, 0.287], [5.948, 0.342, -0.733], [5.426, 0.054, -1.986], [4.070, 0.224, -2.246], [3.088, 0.602, -1.300], [-3.206, 4.852, 3.786], [-1.503, 4.717, 3.545], [-2.021, 4.552, 5.233], [-4.155, 3.087, 2.869], [-3.343, 1.660, 2.289], [-2.774, 3.252, 1.778], [-4.000, 2.390, 5.244], [-2.444, 1.910, 5.917], [-3.176, 1.055, 4.524], [-0.248, 2.694, 5.767], [2.108, 2.201, 5.408], [-1.123, 1.666, 1.701], [5.479, 0.873, 1.277], [7.014, 0.322, -0.591], [6.043, -0.252, -2.823], [3.745, -0.050, -3.280], [-0.262, 3.531, -0.998], [-0.937, 3.423, -2.532], [-0.686, 2.069, -3.549], [-1.567, 4.598, -3.044], [-2.142, 4.731, -4.369], [-2.772, 4.918, -5.331], [-1.703, 5.730, -2.222], [-1.814, 6.733, -1.678], [-4.567, -1.944, 2.525], [-3.528, -1.078, 1.906], [-2.512, -1.930, 1.315], [-2.089, -1.609, -0.192], [-1.236, -0.354, -0.125], [-3.861, -1.445, -1.716], [-1.057, -2.853, -0.391], [-1.533, -4.127, -0.816], [-0.363, -5.065, -0.929], [-5.308, -1.328, 3.049], [-4.011, -2.676, 3.133], [-5.164, -2.505, 1.769], [-3.050, -0.458, 2.631], [-3.902, -0.417, 1.160], [-2.138, -3.992, -1.687], [-2.300, -4.471, -0.050], [0.245, -4.785, -1.773], [-0.703, -6.073, -1.114], [0.196, -5.057, 0.024]],
  "forces_ev_per_a": [[-0.065, 0.514, 0.055], [-2.432, 0.399, -0.260], [0.470, -0.789, 0.419], [-0.648, 0.846, 1.828], [0.475, -0.021, -0.403], [-0.770, -0.030, -1.132], [1.633, -0.788, 1.369], [-0.590, 0.135, -1.207], [-0.316, -0.182, 0.082], [-0.386, 0.108, -1.396], [-1.247, 0.783, 1.080], [2.015, -0.555, -0.747], [0.961, 0.224, 0.344], [1.466, -0.985, -0.167], [-0.392, 0.131, -0.922], [-0.125, 0.054, 0.248], [-0.157, 0.239, 0.329], [-0.520, 0.410, 0.355], [0.310, -0.162, -0.083], [0.262, 0.208, 0.405], [-0.981, 0.199, -1.958], [1.268, 0.539, -1.144], [-0.340, -1.119, 2.090], [0.359, 0.625, -0.058], [0.665, 0.591, 1.386], [-0.756, -0.719, -0.285], [-0.063, 0.214, 0.586], [-0.187, -0.524, -0.877], [-0.455, 0.375, -0.457], [0.356, -0.671, 0.839], [-0.713, 1.356, 1.195], [0.700, -0.019, -0.212], [-0.601, -0.732, 0.115], [-0.997, -0.100, -0.508], [2.222, -0.311, -0.695], [-1.068, 0.149, 0.248], [-0.257, 0.426, -0.121], [-0.903, -0.533, -0.676], [0.902, -0.165, 0.386], [0.993, -0.649, 1.339], [0.207, 0.188, 0.258], [-0.157, 0.247, 0.413], [-0.382, 0.210, -0.351], [0.208, 0.149, -0.112], [0.491, 0.668, -0.891], [-0.433, 0.291, 0.095], [0.000, -0.064, -0.250], [-0.195, -1.360, 0.152], [0.031, 0.219, -0.536], [-0.253, 0.082, -0.411], [-0.089, 0.083, -0.729], [-0.518, 0.037, -0.317], [0.227, -0.114, 0.355], [0.303, -0.033, 0.128], [0.176, 0.374, 0.761], [0.393, -0.536, 1.389], [-0.209, 1.456, -1.464], [-0.107, -0.568, -0.250], [-0.061, -1.156, -0.715], [-0.728, -0.099, 0.489], [0.896, -0.169, 0.581], [0.127, -0.317, -0.782], [-0.228, 1.093, 0.824], [-0.734, -0.805, -0.428], [0.729, -0.714, -0.569], [-0.941, -0.083, 0.629], [1.587, 0.954, -0.099], [0.070, -0.677, -0.332], [-0.183, -0.352, -0.052], [-0.399, 0.513, -0.172], [-1.243, -0.161, 1.882], [-0.192, 0.137, 0.486], [0.353, -0.238, 0.420], [-0.680, 0.284, 0.234], [0.652, 0.333, 0.267], [0.560, 0.319, 0.724], [-0.580, 0.487, -0.738], [-0.031, -0.058, -1.057], [0.950, 0.056, -0.533], [0.556, 0.195, -0.080], [-0.246, -0.407, -0.016], [-0.012, 0.068, -0.593]],
  "mulliken_charge": [1.05, -0.07, 0.24, -0.69, -0.59, -1.00, 0.75, -0.71, -1.21, -0.45, 0.82, 0.57, 0.27, -0.23, 0.36, 0.34, 0.26, 0.34, 0.43, 0.52, -1.72, 2.26, -1.97, -1.67, 0.03, -0.65, -1.11, 0.58, -0.50, 0.33, 0.58, -2.44, 0.98, 1.49, -0.60, -0.92, -0.53, -0.84, -0.22, 0.35, 0.42, 0.39, 0.61, -0.02, 0.57, 0.46, 0.30, 0.35, 0.27, 0.33, 0.78, 0.22, 0.38, 0.38, 0.19, -0.54, 1.00, -0.49, -0.10, 0.02, -0.67, 0.16, -0.67, -1.56, 0.05, -0.37, -0.26, 0.02, -0.39, 0.26, -0.50, -0.93, 0.40, 0.32, 0.27, -0.07, 0.54, 0.43, 0.25, 0.04, 0.47, 0.23],
  "max_force_ev_per_a": 2.48,
  "charge": -2,
  "relative_energy_kcal_mol": 16.16,
  "e_tot_ev": -116937.0526
}

Number 1: HOMO energy -10.86 eV. Number 2: HOMO energy -1.90 eV.